[1]
C32H47Cl3N8O8RhS2 | wB97M-V/def2-TZVPD

Geometry as XYZ:
```
101
Properties=species:S:1:pos:R:3:mulliken_charge:R:1
Rh -0.07 -1.25 -0.66 -0.224
C 1.43 3.73 5.69 -1.621
C 0.88 2.53 4.97 0.866
C 0.21 2.68 3.76 -0.780
C -0.30 1.59 3.09 -0.565
C -0.15 0.32 3.64 -0.748
C 0.50 0.14 4.85 -0.268
C 1.01 1.25 5.51 -0.855
S -0.73 -1.09 2.74 1.003
O -2.05 -0.78 2.23 -0.513
O -0.63 -2.22 3.63 -0.762
N 0.23 -1.24 1.49 1.069
C 1.59 -1.65 1.85 -1.099
C 2.46 -1.82 0.62 0.217
O 3.66 -1.98 0.70 -0.731
O 1.84 -1.82 -0.54 -0.307
H 1.71 4.51 4.99 0.368
H 2.31 3.47 6.28 0.404
H 0.69 4.14 6.38 0.318
H 0.11 3.67 3.32 0.537
H -0.82 1.72 2.15 0.540
H 0.60 -0.85 5.26 0.546
H 1.53 1.12 6.45 0.410
H 1.61 -2.60 2.39 0.522
H 2.09 -0.92 2.50 0.465
C 3.15 -3.03 -3.14 -0.680
N 3.47 -1.59 -3.34 0.072
C 4.66 -1.20 -2.51 -0.719
C 2.32 -0.61 -3.08 -0.934
C 1.00 -1.13 -3.56 1.383
C 0.85 -1.25 -4.94 -0.790
C -0.30 -1.79 -5.50 -0.940
C -1.32 -2.19 -4.66 -1.084
C -1.20 -2.03 -3.29 0.187
C -0.05 -1.49 -2.69 0.552
H 4.05 -3.60 -3.39 0.421
H 2.34 -3.31 -3.80 0.318
H 2.88 -3.17 -2.10 0.167
H 3.72 -1.48 -4.32 0.427
H 4.42 -1.42 -1.47 0.263
H 4.85 -0.14 -2.66 0.330
H 5.51 -1.78 -2.83 0.352
H 2.62 0.30 -3.61 0.645
H 2.33 -0.43 -2.02 -0.143
H 1.65 -0.92 -5.60 0.415
H -0.40 -1.88 -6.58 0.422
H -2.24 -2.61 -5.07 0.465
H -2.04 -2.31 -2.66 0.486
Cl -4.20 0.13 -2.24 -0.250
C -3.97 -0.46 0.43 0.600
Cl -4.58 -1.88 0.99 0.046
Cl -4.21 0.93 1.29 0.033
C -3.15 -0.43 -0.78 -0.137
N -2.00 -0.73 -0.74 -0.561
C -2.69 6.47 1.83 -1.161
C -2.57 5.94 0.41 -0.478
S -0.92 5.35 0.15 1.146
O -0.71 4.17 0.97 -0.344
O 0.01 6.44 0.24 -0.731
C -0.92 4.78 -1.55 -0.784
C 0.44 4.19 -1.92 -1.338
N 0.70 2.90 -1.28 0.608
C 0.06 1.75 -1.58 0.291
N 0.45 0.77 -0.76 1.532
C 1.36 1.31 0.11 -1.553
C 1.51 2.62 -0.20 -0.178
N 2.39 3.54 0.47 1.281
O 2.62 4.61 -0.06 -0.676
O 2.82 3.18 1.54 -0.619
C -0.98 1.66 -2.63 -1.566
H -3.71 6.83 2.00 0.405
H -2.01 7.29 2.00 0.347
H -2.49 5.68 2.56 0.255
H -2.74 6.72 -0.33 0.455
H -3.24 5.10 0.22 0.339
H -1.11 5.66 -2.18 0.715
H -1.74 4.07 -1.67 0.275
H 1.24 4.87 -1.64 0.597
H 0.48 4.05 -2.99 0.406
H 1.82 0.76 0.90 0.574
H -0.79 2.36 -3.44 0.624
H -1.97 1.87 -2.22 0.052
H -1.02 0.65 -3.04 -0.281
C -0.41 -5.11 1.80 -1.505
C -1.66 -4.88 0.94 1.732
C -1.75 -5.94 -0.16 -1.881
C -2.90 -4.91 1.82 -1.602
N -1.68 -3.54 0.31 0.075
N -0.52 -3.25 -0.48 0.270
H -0.49 -6.07 2.31 0.566
H -0.32 -4.32 2.56 0.182
H 0.51 -5.15 1.22 0.384
H -1.86 -6.93 0.28 0.479
H -0.85 -5.97 -0.78 0.287
H -2.62 -5.75 -0.80 0.376
H -2.96 -5.87 2.35 0.444
H -3.80 -4.79 1.22 0.283
H -2.85 -4.12 2.57 0.308
H -1.68 -2.84 1.04 -0.272
H -0.66 -3.67 -1.40 0.427
H 0.32 -3.68 -0.07 0.120
```

Calculated values
gap between HOMO and LUMO (alpha / beta): 2.32 / 5.81 eV
strongest force on any atom: 0.5 eV/A
E_HOMO (alpha / beta): -0.38589 / -0.38589 hartree
E: -124483.6793 eV
energy relative to the best compared isomer or geometry (same formula, charge and spin): 0.650 eV
net charge: +1

---

[2]
C22H45N4O2P2Zn | wB97M-V/def2-TZVPD

Geometry as XYZ:
```
76
Properties=species:S:1:pos:R:3:mulliken_charge:R:1
Zn 0.52 0.68 1.21 0.027
P -0.14 -2.09 -2.55 0.424
P 0.54 2.67 0.19 -0.082
N 1.08 0.78 -2.58 0.255
C 0.92 -1.40 -3.87 -0.656
H 1.75 -2.11 -3.97 0.351
H 0.33 -1.44 -4.79 0.542
C 1.53 0.02 -3.74 -0.908
H 2.63 -0.08 -3.66 0.343
H 1.34 0.59 -4.68 0.401
C 1.25 2.24 -2.61 -1.138
H 0.34 2.71 -3.04 0.328
H 2.07 2.47 -3.33 0.536
C 1.64 2.90 -1.27 -0.681
H 1.71 3.99 -1.44 0.671
H 2.65 2.56 -0.98 0.478
C 1.32 3.60 1.62 0.485
C 2.53 2.85 2.22 -1.608
H 3.31 2.64 1.49 0.395
H 2.24 1.90 2.70 0.205
H 2.97 3.48 3.01 0.485
C -1.01 3.53 -0.31 0.892
C -2.25 3.17 0.53 -1.395
H -3.14 3.52 -0.01 0.491
H -2.23 3.68 1.51 0.301
H -2.35 2.09 0.71 0.195
C -1.72 -2.90 -2.97 0.510
C -2.38 -3.43 -1.68 -1.437
H -3.46 -3.57 -1.84 0.440
H -2.28 -2.71 -0.85 0.403
H -1.97 -4.39 -1.34 0.260
C 0.95 -3.12 -1.47 1.165
C 0.49 -3.40 -0.04 -1.823
H 1.35 -3.86 0.47 0.550
H -0.32 -4.15 -0.02 0.257
H 0.19 -2.52 0.54 0.230
C 2.05 0.05 0.12 -0.147
O 2.96 -0.34 -0.50 -0.605
C -0.80 5.05 -0.44 -1.480
H 0.23 5.38 -0.22 0.379
H -1.03 5.36 -1.46 0.316
H -1.48 5.59 0.23 0.407
C -1.57 -3.91 -4.12 -1.318
H -2.55 -4.38 -4.30 0.413
H -1.28 -3.40 -5.06 0.371
H -0.83 -4.71 -3.91 0.216
C 1.36 -4.45 -2.10 -1.685
H 2.05 -4.94 -1.40 0.472
H 0.50 -5.13 -2.24 0.347
H 1.89 -4.34 -3.06 0.338
C 0.28 3.91 2.71 -1.303
H -0.32 3.03 2.99 0.197
H 0.81 4.23 3.62 0.441
H -0.41 4.71 2.42 0.238
H 1.67 4.54 1.16 0.559
H 1.85 -2.48 -1.41 0.227
H -1.18 3.12 -1.33 0.422
H -2.36 -2.08 -3.34 0.451
H 0.10 0.50 -2.35 0.012
H -0.66 -0.91 -1.98 -0.214
C -3.33 -0.47 4.17 -1.143
N -1.92 -0.81 3.98 0.206
C -1.17 -1.30 5.02 -0.463
C 0.15 -1.58 4.84 -0.937
C 0.75 -1.21 3.61 0.675
N 0.03 -0.59 2.67 0.291
C -1.32 -0.43 2.81 0.492
O -1.95 0.11 1.88 -0.769
N 2.06 -1.36 3.31 -0.346
H -3.83 -1.25 4.75 0.390
H -3.81 -0.35 3.20 0.318
H -3.43 0.49 4.71 0.318
H -1.73 -1.44 5.95 0.365
H 0.75 -2.03 5.62 0.407
H 2.70 -1.86 3.91 0.228
H 2.35 -1.24 2.34 0.025
```

Calculated values
gap between HOMO and LUMO (alpha / beta): 5.39 / 4.07 eV
strongest force on any atom: 2.8 eV/A
E_HOMO (alpha / beta): -0.28272 / -0.23586 hartree
E: -100587.4539 eV
energy relative to the best compared isomer or geometry (same formula, charge and spin): 0.000 eV
net charge: +1

---

[3]
C2H2ClIO | wB97M-V/def2-TZVPD

Geometry as XYZ:
```
7
Properties=species:S:1:pos:R:3:nbo_charge:R:1
C 0.76 -0.54 0.75 0.312
C 0.75 0.91 0.44 -0.478
O 1.73 -1.21 0.63 -0.503
Cl 2.28 1.57 0.23 0.099
I -0.56 2.14 1.51 0.234
H -0.15 -1.16 1.08 0.155
H -0.10 0.62 -1.13 0.181
```

Calculated values
gap between HOMO and LUMO: 8.73 eV
strongest force on any atom: 4.0 eV/A
E_HOMO: -0.35843 hartree
E: -24773.3279 eV
energy relative to the best compared isomer or geometry (same formula, charge and spin): 2.969 eV
net charge: 0

---

[4]
C10H22FIO3P2 | wB97M-V/def2-TZVPD

Geometry as XYZ:
```
39
Properties=species:S:1:pos:R:3:nbo_charge:R:1
C 3.86 -3.14 -1.49 -0.622
C 3.72 -1.93 -0.52 -0.679
P 3.12 -0.35 -1.38 0.410
C 2.76 0.78 0.09 -0.914
P 1.32 -0.80 -2.56 1.097
O 1.95 0.23 -3.77 -0.950
I -0.56 -1.27 -4.23 -0.414
C 0.07 -0.09 -1.36 -0.787
C -0.15 -0.96 -0.06 0.217
C -1.64 -1.46 -0.01 -0.645
F 0.61 -2.12 -0.07 -0.369
H 2.86 -3.62 -1.58 0.202
H 4.52 -3.91 -1.05 0.219
H 4.17 -2.85 -2.51 0.215
H 4.75 -1.66 -0.19 0.221
H 3.17 -2.15 0.41 0.218
H 3.75 1.09 0.48 0.241
H 2.25 0.27 0.92 0.214
H 2.25 1.70 -0.24 0.236
H 1.63 -2.18 -2.70 0.028
H 1.35 0.99 -3.82 0.495
H -0.91 -0.13 -1.86 0.258
H 0.20 0.99 -1.12 0.266
H 0.06 -0.30 0.80 0.177
H -1.73 -2.23 -0.80 0.230
H -1.76 -1.94 0.97 0.215
H -2.36 -0.64 -0.18 0.217
O -0.75 2.71 1.78 -0.567
C -1.93 2.55 1.91 0.789
O -2.80 2.46 0.87 -0.490
C -4.14 2.38 1.38 -0.072
C -4.00 1.87 2.80 -0.430
C -2.66 2.46 3.22 -0.530
H -4.59 3.37 1.34 0.182
H -4.72 1.70 0.75 0.200
H -4.83 2.15 3.44 0.225
H -3.93 0.78 2.79 0.210
H -2.77 3.46 3.64 0.240
H -2.14 1.81 3.92 0.245
```

Calculated values
SMILES: CCP(C)[PH](O)(I)C[C@@H](C)F.O=C1CCCO1
gap between HOMO and LUMO: 8.02 eV
strongest force on any atom: 2.3 eV/A
E_HOMO: -0.27687 hartree
E: -46264.1832 eV
net charge: 0

---

[5]
C4H11BrO | wB97M-V/def2-TZVPD

Geometry as XYZ:
```
17
Properties=species:S:1:pos:R:3:nbo_charge:R:1
Br -0.77 2.30 0.76 -0.041
C 1.70 1.11 1.57 -0.632
C 0.97 1.57 0.33 -0.433
H 2.69 0.70 1.29 0.219
H 1.13 0.32 2.09 0.215
H 1.85 1.95 2.27 0.217
H 1.51 2.37 -0.21 0.216
H 0.79 0.75 -0.39 0.237
O -0.29 -1.27 -1.14 -0.548
C -0.71 -1.70 0.14 -0.261
C -1.39 -0.76 -1.88 -0.259
H 0.18 -2.08 0.67 0.191
H -1.46 -2.51 0.07 0.169
H -1.15 -0.87 0.72 0.174
H -2.16 -1.53 -2.03 0.166
H -1.86 0.10 -1.38 0.176
H -1.01 -0.44 -2.86 0.193
```

Calculated values
SMILES: CCBr.COC
gap between HOMO and LUMO: 10.71 eV
strongest force on any atom: 1.0 eV/A
E_HOMO: -0.35899 hartree
E: -76415.7449 eV
energy relative to the best compared isomer or geometry (same formula, charge and spin): 0.517 eV
net charge: 0

---

- What is the E in the fifth record?
  -76415.7449 eV